Density functional theory data (ωB97M-V/def2-TZVPD) for 2 unconnected molecules or ions with the total composition C5H14S2.

Last column: Mulliken charge in e.
Atoms and positions in Å:
1 C -0.40689 -0.74650 -0.35750  -1.16
2 C -2.04173 0.76218 -3.56740  -1.19
3 C -0.54373 0.09325 -1.62709  -0.32
4 C -1.90488 -0.07758 -2.29780  -0.27
5 H 0.58447 -0.60301 0.10426  0.34
6 H -0.53227 -1.81601 -0.59635  0.31
7 H -1.18061 -0.45612 0.37301  0.26
8 H -1.26801 0.47179 -4.29791  0.37
9 H -1.91635 1.83168 -3.32854  0.26
10 H -3.03309 0.61869 -4.02915  0.33
11 H -0.40012 1.16253 -1.37913  0.27
12 H 0.24688 -0.19454 -2.34649  0.29
13 H -2.04850 -1.14685 -2.54576  0.29
14 H -2.69550 0.21023 -1.57840  0.22
15 S -2.86069 2.93274 1.09141  -0.21
16 S -2.94252 4.20048 -0.51578  -0.06
17 C -4.52154 3.75375 -1.26384  -0.70
18 H -3.51921 3.69945 1.98640  0.15
19 H -4.61801 4.33493 -2.19633  0.26
20 H -5.37360 3.99794 -0.60736  0.32
21 H -4.56534 2.68001 -1.51239  0.22

Summary:
E in eV: -27082.678
Net charge: 0
HOMO level in eV: -9.21
SMILES: CCCC.CSS
HOMO-LUMO gap in eV: 9.8